# 1
A cluster of 8 separate species, C16H53N4O7 in total. Source: OMol25; level of theory: ωB97M-V with the def2-TZVPD basis set.

```
80
Properties=species:S:1:pos:R:3
H -0.741 -0.725 2.284
H -0.070 0.643 -1.772
H -3.472 -3.323 -0.442
C 3.605 0.085 4.434
H 3.475 0.764 -0.178
H -0.996 -4.172 0.594
H 1.288 -3.830 2.077
N -0.087 -1.343 1.814
H 2.622 0.816 -1.670
H 1.322 3.120 0.727
H -0.175 -3.852 -1.275
H -3.002 1.037 -4.568
H -5.002 -2.310 1.897
H 1.387 -0.464 -4.984
H -1.213 -2.861 -2.809
C 2.405 3.132 0.575
H 1.747 1.232 -4.586
C 0.296 -3.123 -1.860
C -2.155 0.870 -3.971
C 1.660 2.958 -1.687
H -2.917 4.010 0.993
C -5.083 -1.614 1.170
H 2.104 5.129 2.330
H 0.530 -3.797 -2.679
H 3.458 6.023 1.673
H 3.061 -0.048 -4.993
H 4.180 -0.236 5.330
H -4.457 0.275 -0.260
H -4.374 -0.880 -1.408
H 1.906 3.962 -1.888
H 2.859 -0.896 -3.034
H -5.627 -2.463 0.635
H 0.027 -0.630 -0.762
N 2.488 0.990 -0.582
N -3.841 -0.447 -0.607
H -0.679 -1.993 1.378
C -3.705 -1.458 0.542
C 1.685 -0.520 3.180
H 0.144 0.837 -0.184
H -2.506 0.086 -3.463
C 0.896 -1.812 2.699
H 0.350 -2.101 3.655
H -2.536 -5.273 0.603
H -2.029 -2.660 -0.572
H -1.547 -4.883 2.007
O -1.679 2.343 1.157
C 3.110 5.109 1.776
C 1.873 -2.930 2.356
H 1.915 2.409 -2.698
H 2.569 -3.244 3.199
C -2.921 -2.672 0.157
H 4.053 4.566 2.286
H -5.619 -0.870 1.201
H -3.308 2.770 -0.027
O -1.818 1.624 -2.902
O -0.515 -2.228 -2.532
H -1.914 3.597 -0.635
O 2.989 4.426 0.493
H 2.609 -2.859 1.566
O 2.482 -0.892 4.294
C -1.920 -4.479 1.179
H 0.579 3.181 -1.573
H -1.205 0.538 -0.884
H 1.003 -0.013 3.374
H -2.387 2.382 -3.024
H -1.130 0.639 -4.509
H -3.096 -0.931 1.570
H 3.238 0.944 4.342
H 2.774 2.401 1.510
C -2.550 3.206 0.366
H 4.170 0.153 3.540
O -2.541 -3.241 1.304
H 2.172 0.070 2.348
N -0.324 0.363 -0.835
C 2.596 2.349 -0.770
H -1.396 2.918 1.920
H 3.461 2.771 -1.120
H 1.088 -2.671 -1.272
C 2.173 0.253 -4.463
O 2.192 -0.240 -3.059
```

Output
Energy above the lowest of the compared OMol25 structures with the same formula, charge and spin   278.4 kJ/mol
Calculated total energy   -37724.1998 eV
Net charge   +1
LUMO level   -0.0698 Ha

=====

# 2
A structure of composition C37H81GaNO18P2. Source: OMol25; level of theory: ωB97M-V with the def2-TZVPD basis set.

```
140
Properties=species:S:1:pos:R:3
C 0.914 5.463 2.244
O -8.762 -7.510 4.883
C -7.824 -5.093 5.691
O 3.213 -1.737 -1.747
H 4.774 9.031 -8.402
H 0.901 -1.199 -4.000
O 1.151 -0.828 -8.871
O -6.905 -7.736 3.550
H 0.365 4.398 5.374
H -1.090 -0.930 0.661
C -2.253 0.964 -0.016
C -2.234 1.377 1.571
O 3.229 0.554 -0.324
H -2.952 0.663 2.197
H -0.581 0.246 2.756
H 3.967 -2.220 -1.277
O 6.458 7.591 -7.076
H 3.354 9.618 -7.548
C -1.479 7.404 -0.049
H 1.578 2.654 2.818
C 2.195 6.720 -1.485
C -0.594 2.464 3.483
H 3.839 -7.464 8.770
H 1.613 2.276 -3.179
H -1.119 3.483 3.201
H -2.635 2.473 1.697
H 2.869 5.496 3.513
H 4.248 -9.378 6.386
H -1.282 -0.616 -9.642
H 3.778 -6.984 7.080
H -2.076 -1.138 -0.941
O 0.088 -4.643 1.608
H -1.499 -8.958 6.092
H -2.428 7.301 -0.756
H -3.584 -6.153 2.138
H 5.517 5.017 -6.597
H 2.557 7.718 -2.005
H -1.003 -3.667 -9.997
H -0.901 5.123 0.340
H 2.658 -1.539 -5.529
C 2.399 -1.372 -6.578
O -0.736 -1.863 -8.056
C 0.539 -1.398 -7.981
H -8.105 -4.963 7.832
H 4.472 10.775 -8.314
O 1.025 -1.709 -6.753
H 0.688 8.354 -0.159
H 2.585 -0.320 -6.815
C 4.229 -7.699 7.775
P 0.615 2.241 -2.128
H 3.884 5.888 -2.851
C 4.406 9.836 -7.758
C -0.528 6.299 2.304
C -0.984 -5.397 1.257
H 0.675 -5.594 3.351
C 1.717 -8.861 6.503
H 1.386 -6.264 1.839
H 0.111 5.558 -1.544
C 5.202 9.920 -6.466
H 2.476 6.833 -0.342
C 5.994 5.368 -5.677
C 0.571 6.620 -1.731
H 1.940 -4.706 2.479
C 3.060 5.469 -2.098
C -4.025 -5.445 1.429
O -1.886 -4.584 0.646
H -0.606 2.906 -2.573
O 0.420 -9.146 6.781
C 1.693 5.388 3.683
C -3.110 -5.210 0.239
O -7.124 -5.901 4.736
H -0.520 -7.482 5.986
H -0.434 8.671 -1.643
H -0.259 -8.836 4.829
H -7.396 -4.089 5.629
O 2.122 -8.229 5.540
C 5.721 7.642 -6.104
H 4.827 10.754 -5.866
C -0.752 1.322 2.276
H -8.387 -9.043 2.869
H 0.381 6.860 -2.882
H -1.472 -2.531 -11.287
H 5.311 -7.544 7.770
O -1.126 -6.589 1.478
H -2.465 -1.821 -9.135
H -0.378 7.433 2.580
H -8.884 -5.010 5.424
H -7.245 -9.704 4.094
P 2.321 -0.743 -0.576
H 1.392 1.793 4.496
H 0.623 3.727 -0.507
H -1.093 2.016 4.466
Ga 0.280 -0.030 -1.579
C 1.271 4.131 4.644
H -4.989 -5.845 1.102
H 1.666 -2.438 0.754
O 2.482 -9.374 7.503
H -0.864 -0.415 -4.033
H -0.577 -2.085 -3.133
C -1.341 6.062 0.883
H -1.934 1.874 -0.706
H 3.023 -2.024 -7.196
H 7.077 5.455 -5.812
N 1.238 2.909 -0.790
C -0.094 -1.033 -3.384
H 4.384 -9.815 8.089
H -8.085 -6.623 7.211
C -1.399 -1.655 -9.311
O 2.085 -1.546 0.954
H -2.452 5.764 1.200
H -3.597 -4.524 -0.460
O 5.419 6.609 -5.278
H 1.388 6.378 4.277
C -1.355 -0.384 -0.364
H -2.905 -6.139 -0.307
C -7.639 -5.630 7.101
C 3.891 -9.131 7.393
H -6.575 -5.732 7.337
H 5.803 4.636 -4.888
C 1.015 2.711 3.869
H 2.337 4.772 -2.701
C -7.351 -9.050 3.224
H -1.147 5.792 3.163
C -0.503 -8.569 5.862
H 1.607 6.120 1.526
C -0.905 -2.639 -10.359
H -3.392 0.739 -0.290
C 1.068 -5.355 2.358
H -6.716 -9.435 2.421
C -7.710 -7.088 4.428
H -4.192 -4.512 1.976
H 3.659 4.898 -1.240
H 0.154 -2.483 -10.585
H -1.731 8.303 0.694
H 6.265 10.109 -6.655
H 0.133 1.479 1.494
H 2.196 3.947 5.378
C -0.120 7.831 -0.861
H 0.770 4.440 1.696
O 5.032 8.734 -5.679
```

Output
Calculated total energy   -148976.9542 eV
Net charge   -1
LUMO level   0.0632 Ha

=====

# 3
A cluster of 9 separate species, C6H32N2O8 in total. Source: OMol25; level of theory: ωB97M-V with the def2-TZVPD basis set.

```
48
Properties=species:S:1:pos:R:3
H 3.376 -2.485 1.293
H 1.269 3.147 -0.284
H -0.052 2.347 -0.958
H 3.241 -2.806 -0.248
H -2.847 1.687 0.411
H -2.929 -1.090 -0.726
H 3.191 -0.854 -2.808
H 1.495 1.118 -1.641
N -0.729 1.050 0.927
N -1.736 -1.654 1.016
H 1.664 -0.759 0.763
O -3.745 1.423 0.414
H 0.966 2.207 3.041
O -1.605 0.747 -2.294
H 1.083 3.866 2.243
H 1.138 -3.201 -0.278
H -2.053 -0.092 -2.285
H 1.381 -2.640 -2.543
O 3.899 -0.278 -3.159
C -2.839 -1.820 0.052
H 2.103 -4.044 -2.229
H 0.111 -0.472 2.211
H 0.500 1.005 -2.776
H -1.546 -2.533 1.444
H -1.246 2.954 1.543
H 1.896 2.610 1.649
O 1.442 0.971 -2.595
H -4.274 1.534 -0.347
O 2.164 -3.166 -2.579
C -2.060 -0.633 2.103
C 0.203 2.984 -0.189
O 2.833 -2.949 0.636
H 2.538 0.521 0.953
C -0.253 2.426 1.174
H -1.922 1.279 -1.585
H -0.297 0.559 0.118
H -2.332 -1.031 3.115
H -3.072 -0.323 1.673
H 3.512 0.566 -2.935
H -2.650 -2.762 -0.519
H -0.799 0.699 3.102
H 0.149 -2.052 -0.557
C 0.898 2.812 2.052
O 2.384 -0.241 0.421
C -0.707 0.268 2.116
H -0.209 3.938 -0.437
O 0.393 -2.944 -0.801
H -3.927 -1.892 0.300
```

Output
Energy above the lowest of the compared OMol25 structures with the same formula, charge and spin   190.8 kJ/mol
Calculated total energy   -26098.2639 eV
Spin multiplicity   2
Net charge   -1
LUMO level (alpha / beta)   0.0944 / 0.0913 Ha

=====

# 4
A structure of composition C5H9N4O. Source: OMol25; level of theory: ωB97M-V with the def2-TZVPD basis set.

```
19
Properties=species:S:1:pos:R:3
H -1.416 1.248 1.327
H 0.436 2.518 -0.498
C -0.265 1.684 -0.482
H -1.795 -2.423 0.893
N -1.623 -2.094 -0.042
H 0.445 0.913 -2.433
H 3.431 -0.789 0.512
C -0.156 -0.396 0.876
C -0.408 1.091 0.933
H -0.035 -0.926 1.811
C 0.252 0.576 -1.415
N -0.612 -0.535 -1.431
N 1.597 -0.331 0.266
H -1.218 2.035 -0.874
H -2.163 -2.480 -0.801
O 1.600 0.213 -0.915
N 2.482 -0.814 0.903
H 0.283 1.559 1.638
C -0.835 -1.046 -0.270
```

Output
Energy above the lowest of the compared OMol25 structures with the same formula, charge and spin   378.0 kJ/mol
Calculated total energy   -13328.8746 eV
Net charge   +1
LUMO level   -0.1649 Ha

=====

# 5
A cluster of 2 separate species, C2H3O2S2 in total. Source: OMol25; level of theory: ωB97M-V with the def2-TZVPD basis set.

```
9
Properties=species:S:1:pos:R:3
C -2.325 -1.061 0.598
O 2.124 2.730 -1.262
H -1.583 -1.187 1.335
H 1.559 0.502 -0.600
S -3.673 -2.008 0.681
C 1.315 2.951 -0.463
O 0.789 3.764 0.216
S 0.624 1.020 0.075
H -2.003 -0.413 -0.350
```

Output
Energy above the lowest of the compared OMol25 structures with the same formula, charge and spin   111.5 kJ/mol
Calculated total energy   -27888.7244 eV
Net charge   -1
LUMO level   0.0830 Ha

=====

# 6
A structure of composition C4H5NOS2. Source: OMol25; level of theory: ωB97M-V with the def2-TZVPD basis set.

```
13
Properties=species:S:1:pos:R:3
C 0.599 -1.230 0.725
H 0.936 -2.193 1.310
H 1.047 0.533 -1.861
O -2.498 -0.717 -1.300
S -0.340 0.601 -2.201
C -0.303 -1.389 -0.258
N -0.046 1.008 0.884
H -0.438 3.386 -0.006
C 0.996 0.160 1.100
C -1.298 -0.543 -1.044
H 1.957 0.258 1.674
S 0.120 2.608 1.481
H -0.732 -2.482 -0.503
```

Output
Energy above the lowest of the compared OMol25 structures with the same formula, charge and spin   452.8 kJ/mol
Calculated total energy   -29432.4014 eV
LUMO level   -0.0349 Ha

=====

# 7
A structure of composition C47H41N8NdO6S4. Source: OMol25; level of theory: ωB97M-V with the def2-TZVPD basis set.

```
107
Properties=species:S:1:pos:R:3
C 0.188 4.420 1.433
H 3.661 2.876 -1.739
C -4.664 -3.879 1.750
H -5.516 -3.706 2.394
C -2.433 -0.228 4.686
C 2.240 -2.815 0.174
H 4.198 -0.240 0.561
H -0.308 0.631 -5.662
C -3.796 1.420 -0.937
C -3.707 -1.645 5.995
C -3.067 0.546 -0.138
C 4.127 -4.074 -0.614
H 4.786 -0.342 -4.358
H -0.155 -3.633 -3.139
H 1.594 -2.475 0.975
O 4.542 5.960 0.715
C -0.529 -2.699 -5.036
C -0.013 3.899 -2.423
Nd -0.039 0.982 1.804
O -1.843 4.681 0.190
C -0.260 -0.300 -5.113
S -1.648 -1.715 0.350
H -0.568 2.073 -1.447
C 2.352 4.342 -2.599
C -0.570 -1.497 -5.739
C 4.646 -0.344 -3.285
C -2.702 -3.100 0.637
C 5.480 -0.842 -1.073
C 0.102 -0.289 -3.772
C -2.665 -0.669 -0.663
H -1.675 -1.616 3.403
H -0.853 -1.499 -6.783
C 2.635 3.156 -1.942
O -1.238 2.661 0.974
H 0.822 5.645 -3.342
H 0.779 5.745 -0.156
H -3.312 -3.162 4.446
H 4.462 -4.086 -2.732
H 0.317 0.639 -3.270
C 1.033 4.711 -2.839
H -2.730 -2.042 -2.330
S 0.510 -1.515 -1.374
H -2.066 -3.070 5.697
N -0.584 -2.378 -0.681
C -2.769 -2.486 5.105
C 3.336 -3.614 0.436
H -5.167 -5.931 1.386
H -4.764 -1.797 5.770
C 1.973 -2.472 -1.151
C -1.112 3.970 0.822
N 2.090 1.198 0.889
H -3.245 -6.340 -0.100
C -3.391 -5.362 0.338
H -1.039 4.199 -2.585
C 4.332 -0.298 -0.511
C -3.778 -2.850 1.485
H -3.921 -1.867 1.919
C 3.840 -3.725 -1.924
H -3.788 0.754 7.427
H -2.844 0.817 0.887
O 3.472 2.646 4.286
H -4.065 -0.499 -3.722
H -4.086 2.385 -0.544
C 3.491 0.192 -2.743
H 3.968 4.339 2.369
H 6.260 -1.230 -0.432
H 4.972 -4.715 -0.404
H 3.161 4.989 -2.908
N -2.057 -1.464 4.336
H 6.540 -1.265 -2.882
S 1.961 0.926 -0.550
C 0.623 3.731 2.571
H -0.096 3.261 3.229
H 2.532 -2.623 -3.228
C 1.577 2.339 -1.552
N -1.079 -1.088 1.552
O 1.645 1.600 3.798
S -1.829 1.219 4.010
C -3.026 -1.073 -1.948
H -3.475 1.777 6.011
N -3.326 -0.269 5.669
C 5.634 -0.860 -2.451
H 2.739 0.625 -3.387
H -3.556 -1.835 7.057
N 3.390 5.985 0.346
N 0.634 -0.068 -0.802
C -2.495 -4.340 0.054
O 2.956 6.635 -0.579
C 3.351 0.198 -1.357
H -1.647 -4.506 -0.593
H 3.566 -3.892 1.455
C 1.977 3.659 2.844
C 0.150 -1.495 -3.092
C 2.750 -2.912 -2.210
C 2.415 5.200 1.131
C -0.174 -2.707 -3.700
C -4.139 1.045 -2.225
H -0.779 -3.627 -5.531
C 0.252 2.699 -1.775
N 2.415 2.576 3.725
C -3.935 0.855 6.352
H -5.004 0.885 6.140
C 1.086 5.197 0.723
H -4.712 1.721 -2.846
C -3.769 -0.205 -2.724
C -4.469 -5.132 1.177
C 2.910 4.401 2.157
```

Output
Calculated total energy   -132207.7313 eV
Spin multiplicity   4
Net charge   +2
LUMO level (alpha / beta)   -0.1980 / -0.1978 Ha

=====

Listing largest force on an atom for the structures above in their given order: 14.61, 5.49, 4.73, 4.60, 4.57, 4.91, 0.75 eV/A.